{
  "formula": "C19H17F27O6",
  "method": "ωB97M-V with the def2-TZVPD basis set",
  "elements": ["O", "C", "O", "O", "C", "C", "C", "F", "F", "F", "H", "H", "H", "H", "H", "C", "C", "C", "F", "F", "F", "F", "O", "C", "C", "F", "F", "F", "F", "H", "H", "H", "H", "C", "C", "C", "F", "F", "F", "F", "O", "C", "C", "F", "F", "F", "F", "H", "H", "H", "H", "C", "C", "C", "F", "F", "F", "F", "O", "C", "C", "F", "F", "F", "F", "H", "H", "H", "H"],
  "coordinates": [[3.9330, 6.0091, -0.4126], [3.5822, 6.9015, -1.1138], [4.1074, 8.1509, -1.0431], [2.6218, 6.8117, -2.0720], [1.3174, 6.4080, -1.5946], [0.3883, 7.6141, -1.7239], [-0.8759, 7.5143, -0.8850], [-0.9318, 6.3768, -0.1619], [-0.9701, 8.5155, -0.0083], [-1.9834, 7.5430, -1.6277], [4.2518, 8.4972, -1.9330], [1.0034, 5.5769, -2.2197], [1.4137, 6.1085, -0.5512], [0.9384, 8.4896, -1.3685], [0.1251, 7.8058, -2.7646], [0.3571, 1.3925, -0.7065], [-0.0344, 2.4679, -1.7271], [-1.2468, 3.3467, -1.4035], [-2.3722, 2.6086, -1.3504], [-1.3855, 4.2635, -2.3917], [-0.1698, 1.9307, -2.9543], [1.0180, 3.3442, -1.7710], [-0.0691, 0.0774, -0.9989], [-1.2685, -0.4018, -0.5883], [-2.1278, -0.8833, -1.7670], [-2.3864, 0.1443, -2.5950], [-3.2983, -1.3522, -1.2794], [-1.9371, 0.4563, 0.1977], [-1.0283, -1.5147, 0.1770], [1.4437, 1.3462, -0.7551], [0.0982, 1.6928, 0.3083], [-1.1049, 3.8732, -0.4568], [-1.6120, -1.6776, -2.3117], [0.2728, -1.1001, 3.4880], [1.5459, -0.6495, 2.7600], [2.6421, -1.6949, 2.5297], [3.1359, -2.1310, 3.7043], [3.6455, -1.1157, 1.8335], [2.0629, 0.4467, 3.3461], [1.1408, -0.2940, 1.4986], [0.1835, -0.7756, 4.8588], [0.6466, -1.6132, 5.8326], [1.7320, -0.9390, 6.6842], [2.7805, -0.5940, 5.9129], [2.1565, -1.8167, 7.6191], [1.0710, -2.7882, 5.3383], [-0.3853, -1.8763, 6.6697], [-0.5287, -0.5276, 3.0223], [0.0637, -2.1538, 3.2994], [2.2541, -2.5408, 1.9554], [1.3270, -0.0502, 7.1710], [-2.7826, -6.5790, -1.6998], [-2.6258, -6.2623, -3.1927], [-1.4781, -6.9446, -3.9442], [-0.2868, -6.5634, -3.4417], [-1.5303, -6.5740, -5.2418], [-2.5728, -4.9288, -3.3861], [-3.7623, -6.7279, -3.7925], [-2.2663, -5.6238, -0.7963], [-0.9849, -5.6739, -0.3333], [-0.2142, -4.4021, -0.7032], [-0.1494, -4.2642, -2.0451], [1.0497, -4.4963, -0.2253], [-0.3347, -6.7816, -0.7269], [-1.0401, -5.6994, 1.0216], [-3.8577, -6.5577, -1.5280], [-2.4388, -7.5883, -1.4713], [-1.5695, -8.0321, -3.8822], [-0.6995, -3.5243, -0.2814]],
  "e_tot_ev": -105636.6306,
  "smiles": "FC(F)C(F)(F)COC(F)(F)C(F)F.FC(F)C(F)(F)COC(F)(F)C(F)F.FC(F)C(F)(F)COC(F)(F)C(F)F.O=C(O)OCCC(F)(F)F",
  "max_force_ev_per_a": 0.661,
  "homo_lumo_gap_ev": 11.534
}

=====

{
  "formula": "C7H9N",
  "method": "ωB97M-V with the def2-TZVPD basis set",
  "elements": ["C", "C", "C", "C", "C", "C", "C", "H", "H", "H", "H", "H", "H", "H", "H", "H", "N"],
  "coordinates": [[-0.0281, -1.2404, 2.4961], [1.2073, -1.3558, 1.9588], [-0.8960, 1.2041, -2.5034], [-1.0201, -0.1216, -1.9361], [-0.3771, -0.4247, -0.7383], [0.2492, 0.6305, -0.1168], [0.4076, 1.8328, -0.7846], [-0.6252, -2.0716, 2.7691], [-0.7170, -0.3133, 2.6659], [1.9901, -2.1952, 1.8617], [1.6889, -0.3127, 1.7222], [-1.3771, 1.4424, -3.4155], [-1.5798, -0.9078, -2.4891], [-0.4358, -1.3825, -0.2349], [0.7722, 0.4390, 0.8891], [0.9450, 2.6318, -0.2282], [-0.2041, 2.1449, -1.9157]],
  "e_tot_ev": -8892.5056,
  "e_above_lowest_kj_mol": 255.8,
  "smiles": "c1ccncc1.C=C",
  "max_force_ev_per_a": 3.199,
  "homo_lumo_gap_ev": 10.394
}

=====

{
  "formula": "C28H39Cl13F8N3O4S",
  "method": "ωB97M-V with the def2-TZVPD basis set",
  "elements": ["C", "C", "C", "Cl", "C", "N", "C", "C", "C", "N", "S", "O", "O", "C", "F", "F", "C", "F", "F", "F", "C", "C", "C", "C", "N", "C", "C", "C", "C", "C", "C", "C", "O", "C", "C", "C", "C", "F", "F", "F", "O", "H", "H", "H", "H", "H", "H", "H", "H", "H", "H", "H", "H", "H", "H", "H", "H", "H", "H", "H", "H", "H", "H", "H", "H", "H", "H", "H", "H", "H", "H", "H", "H", "H", "H", "H", "C", "Cl", "Cl", "Cl", "H", "C", "Cl", "Cl", "Cl", "H", "C", "Cl", "Cl", "Cl", "H", "C", "Cl", "Cl", "Cl", "H"],
  "coordinates": [[-1.1835, -0.4454, 4.2058], [-0.6759, 0.5472, 3.1346], [-1.7158, 1.6030, 2.7270], [-2.3261, 2.2994, 4.2837], [-1.0527, 2.7813, 1.9744], [-1.5721, 3.0519, 0.5589], [-0.4075, 3.7885, -0.0805], [-0.6845, 4.4264, -1.4333], [0.6263, 4.8601, -2.1414], [1.7032, 5.1441, -1.1975], [-2.9002, 4.2422, 0.8379], [-2.3068, 5.4892, 1.1941], [-3.7635, 3.7648, 1.8647], [-4.0033, 4.5206, -0.6554], [-4.1307, 5.8355, -0.7637], [-3.5655, 4.0600, -1.8279], [-5.4556, 3.9543, -0.4104], [-5.4317, 2.6706, -0.0799], [-6.1235, 4.6951, 0.4420], [-6.0640, 4.0547, -1.5980], [-1.9921, 1.7828, -0.1565], [-0.9842, 1.1811, -1.1372], [0.2991, 0.5535, -0.5307], [0.3292, -0.9757, -0.5706], [1.1765, -1.4742, 0.5040], [1.3393, -2.9368, 0.4467], [0.7264, -3.6403, 1.6536], [1.0728, -3.1891, 2.9234], [0.5376, -3.8153, 4.0399], [-0.3284, -4.8855, 3.8569], [-0.7043, -5.3209, 2.5994], [-0.1774, -4.6878, 1.4751], [-0.5856, -5.1416, 0.2501], [-2.5513, 0.6565, 0.7631], [-3.8626, 0.0593, 0.2069], [-3.7455, -1.4264, -0.2120], [-4.0646, -1.6381, -1.6773], [-3.6460, -2.8224, -2.1214], [-5.3861, -1.5283, -1.8801], [-3.4851, -0.6990, -2.4739], [-2.8358, 1.0562, 2.1019], [-2.2658, -0.4222, 4.3114], [-0.9335, -1.4550, 3.8776], [-0.6833, -0.2481, 5.1498], [0.2165, 1.0558, 3.5075], [-0.3471, -0.0412, 2.2723], [-1.1366, 3.6893, 2.5693], [0.0151, 2.5831, 1.9108], [-0.0824, 4.5837, 0.5884], [0.4549, 3.1276, -0.1462], [-1.2859, 5.3282, -1.2821], [-1.2387, 3.8032, -2.1334], [0.3756, 5.7447, -2.7220], [0.9105, 4.0800, -2.8613], [2.4650, 5.5896, -1.7038], [2.0998, 4.2829, -0.8390], [-2.8497, 2.0513, -0.7787], [-1.5285, 0.3744, -1.6364], [-0.6931, 1.8598, -1.9354], [1.1527, 0.9135, -1.1133], [0.4593, 0.9373, 0.4796], [0.7157, -1.2813, -1.5540], [-0.6758, -1.3907, -0.4684], [2.0883, -1.0381, 0.4617], [0.9868, -3.3531, -0.4994], [2.4122, -3.1477, 0.4770], [1.7534, -2.3559, 3.0465], [0.7949, -3.5094, 5.0453], [-0.7270, -5.3900, 4.7293], [-1.3783, -6.1542, 2.4497], [0.1404, -5.1202, -0.3801], [-1.8664, -0.1914, 0.8300], [-4.2317, 0.6170, -0.6531], [-4.6145, 0.1312, 0.9904], [-4.5156, -1.9887, 0.3180], [-2.7971, -1.8982, 0.0429], [3.1523, 5.9699, -5.0312], [2.7918, 4.2898, -5.4315], [1.6945, 6.9612, -5.0912], [3.9147, 6.0645, -3.4361], [3.8525, 6.3581, -5.7592], [4.4558, -6.1705, 2.1671], [4.0052, -7.7977, 1.6714], [3.0326, -5.1087, 2.1953], [5.2466, -6.1885, 3.7437], [5.1597, -5.7811, 1.4431], [7.7351, -8.8297, -0.1356], [8.2381, -9.3967, -1.7253], [6.8687, -7.2908, -0.2732], [6.7502, -10.0402, 0.6794], [8.6221, -8.6592, 0.4598], [4.3142, 0.3154, -5.8623], [3.9072, -1.3443, -6.2816], [2.8802, 1.3480, -5.9248], [5.0643, 0.3962, -4.2664], [5.0255, 0.6856, -6.5888]],
  "total_charge": 1,
  "e_tot_ev": -237686.5821,
  "e_above_lowest_kj_mol": 0.0,
  "max_force_ev_per_a": 3.733,
  "homo_lumo_gap_ev": 7.223
}